1.
Below is C44H32FN11PPt as an isolated structure, with properties calculated with ωB97M-V/def2-TZVPD.

Output
Kohn-Sham gap ... 5.3 eV
Energy relative to the best compared isomer or geometry (same formula, charge and spin) ... 0.0 kJ/mol
Lowest unoccupied orbital energy ... -4.79 eV
Highest occupied orbital energy ... -10.1217 eV
Electronic energy ... -2858.72396 Eh
Net charge ... +1

Last column: Mulliken charge in e.
Geometry (Å):
H  6.1081  -1.1138  -5.1664  0.419
C  2.9731  1.2913  -1.6796  0.163
C  0.4107  -6.2827  0.8528  -0.697
H  -0.6241  1.3891  7.6980  0.424
C  2.8907  -0.9461  -1.7212  0.390
H  -2.7743  3.6452  -2.2145  0.482
C  -4.6066  -1.9351  -1.7362  -0.944
N  2.3626  0.1504  -1.1575  -0.273
C  -0.0201  0.9125  4.4386  0.069
C  0.2410  -5.1081  1.5849  -0.031
H  -2.3945  -4.3113  -2.4491  0.383
N  2.8028  2.5119  -1.3203  -0.573
H  2.2128  -5.1218  -1.8060  0.580
C  -3.5407  2.7447  0.9574  -0.833
C  1.1079  -6.2899  -0.3511  -0.717
C  1.6653  -5.1232  -0.8734  -0.146
H  -0.4948  3.5258  -1.2737  0.464
H  -0.2958  -5.0952  2.5236  0.564
C  2.0735  6.6420  0.1913  -0.752
C  1.4850  -3.9667  -0.1469  0.273
C  1.7983  4.2960  0.0667  0.251
C  0.2287  -0.8842  3.0314  0.566
C  -1.1138  -2.0519  -2.1599  -1.060
C  5.4799  -0.5741  -4.4708  -0.693
H  -5.1715  -1.6666  -0.8416  0.357
C  4.7424  1.5559  -3.5676  -0.156
H  -0.3563  -2.3002  5.5140  0.586
P  -1.7254  -1.5316  -0.4783  1.193
C  -0.3161  -1.2202  5.5479  -0.142
N  0.2415  2.5554  2.6578  -0.429
H  -3.5626  -2.7460  0.5862  0.483
H  -0.4639  -1.2708  -2.5685  0.354
C  -0.4683  0.8749  6.7591  -0.741
F  -4.9293  3.1709  -0.8807  -0.382
C  -0.2229  1.6165  5.6053  -0.180
N  1.4726  -1.8007  0.6125  -0.369
C  0.5151  5.5286  1.6873  -0.530
H  -0.1864  2.6972  5.6239  0.572
C  0.7853  -3.9586  1.0553  0.553
C  3.8606  -0.5402  -2.7516  -0.078
Pt  1.2982  0.1656  0.5037  1.281
C  -1.1491  2.9374  0.6936  -0.425
C  4.6385  -1.2817  -3.6141  -0.157
H  -2.4016  -0.3257  -3.6341  0.365
H  4.5961  -2.3620  -3.6215  0.581
C  3.9097  0.8495  -2.7282  -0.045
C  0.8662  4.3369  1.0912  0.063
H  -0.7102  -1.0562  7.6483  0.424
C  1.9369  2.8936  -0.3281  0.783
C  1.9055  -2.5766  -0.4001  0.020
C  1.1430  6.6823  1.2292  -0.804
H  -2.1402  2.4202  2.5302  0.550
H  2.5310  7.5621  -0.1456  0.424
C  -2.9648  -0.2906  -1.0903  -1.111
C  0.7920  -2.5669  1.5372  -0.522
N  2.6025  -2.2127  -1.4570  -0.504
C  5.5308  0.8157  -4.4476  -0.681
C  -2.9419  -2.9299  -0.2951  -1.386
C  2.4144  5.4404  -0.4119  -0.343
N  1.1575  2.1339  0.3857  -0.900
N  0.2724  -2.1807  2.6561  -0.527
H  3.1348  5.3893  -1.2168  0.590
H  -4.4131  2.5438  1.5641  0.506
H  0.9014  7.6346  1.6825  0.420
C  0.2403  1.3593  3.0533  -0.296
C  -2.6119  3.3713  -1.1811  -0.923
N  -3.8075  -3.1280  -1.4596  0.150
H  -5.3134  -2.1799  -2.5317  0.340
H  -3.7154  -1.3961  -4.1521  0.328
H  -2.4344  0.6042  -1.4270  0.205
C  -3.6952  3.0957  -0.3653  0.393
H  -3.7168  -3.6954  -3.4559  0.304
C  -0.0665  -0.4766  4.4124  -0.078
H  -2.3903  -3.8562  -0.1052  0.396
C  -1.3418  3.2906  -0.6410  -0.341
C  0.2835  2.9492  1.2714  1.687
N  -3.8198  -0.7817  -2.1694  0.144
H  -0.0058  -7.2081  1.2271  0.441
H  -3.5897  0.0175  -0.2480  0.630
C  -3.0231  -3.4413  -2.6519  -0.949
H  6.1964  1.3310  -5.1268  0.415
C  -0.5163  -0.5161  6.7316  -0.697
H  4.7833  2.6360  -3.5406  0.593
C  -3.0287  -1.1683  -3.3343  -1.028
C  -2.2569  2.6696  1.4853  -0.353
H  -0.4956  -2.9489  -2.0457  0.494
H  1.2184  -7.2207  -0.8909  0.432
N  -2.1800  -2.3401  -3.1185  0.164
H  -0.2177  5.5644  2.4827  0.556
N  0.4041  0.1766  2.2706  -0.007



2.
Below is C44H32N6S3SbTi as an isolated structure, with properties calculated with ωB97M-V/def2-TZVPD.

Output
Kohn-Sham gap (alpha / beta) ... 3.8 / 3.7 eV
Energy relative to the best compared isomer or geometry (same formula, charge and spin) ... 242.2 kJ/mol
Lowest unoccupied orbital energy (alpha / beta) ... 3.37 / 3.21 eV
Highest occupied orbital energy (alpha / beta) ... -0.4802 / -0.4834 eV
Electronic energy ... -4308.87481 Eh
Spin multiplicity ... 2
Net charge ... -2

Last column: Mulliken spin population.
Geometry (Å):
C  -3.4236  4.2494  0.5780  0.015
C  -3.1953  -1.1906  -6.9117  0.014
H  4.7930  0.2362  -0.2895  0.008
H  2.4026  0.0931  8.3598  0.000
H  7.7661  -0.6698  -3.2181  0.008
C  -3.8986  -0.7441  -5.8008  -0.010
H  6.9990  0.6293  -1.2507  -0.002
C  0.8201  -1.3775  5.7390  -0.009
N  0.6088  -1.2284  -1.6322  0.018
C  -1.2459  -0.6826  -3.1236  0.055
C  1.6427  -2.8210  -2.8556  0.088
N  -3.0088  -1.5215  -0.3783  0.004
C  6.7993  -0.8698  -2.7728  0.082
C  4.7097  -2.0788  -2.7406  0.098
C  -1.3619  4.3429  1.7996  0.009
C  -1.7876  1.7990  -0.6307  -0.035
H  -3.8273  -0.2333  -3.7263  0.006
N  -1.3115  0.5698  -1.0045  0.065
H  -2.3838  1.8501  -3.8758  -0.004
H  -1.2662  -1.7321  -7.6656  0.000
H  0.8881  -1.7964  7.8337  0.000
C  -1.9391  1.5656  3.1504  0.073
C  2.1210  0.5020  5.0112  -0.015
H  -4.5845  -2.3904  -1.3076  0.001
N  1.5385  -0.9535  0.9513  0.016
H  -2.6051  3.5213  -1.8084  0.003
H  -2.6356  2.3088  3.5008  0.001
C  2.0878  -0.0875  7.3380  -0.003
C  -3.6479  5.5873  0.8706  -0.005
H  -3.7020  -1.3562  -7.8546  0.001
C  -1.5672  0.4394  -2.3479  -0.023
C  -1.2542  0.6440  3.8872  -0.048
Ti  -0.2690  -0.7767  0.1223  -0.038
C  2.9375  -1.5496  -1.0058  0.162
C  -1.1850  -1.2137  -5.5885  0.026
C  3.7360  -1.3923  1.3759  0.156
H  3.5464  -1.3715  3.5628  -0.008
S  -1.3841  -3.7828  4.7412  0.002
C  -1.5795  5.6804  2.0782  -0.003
N  -3.8964  -1.6659  -1.4928  0.000
C  1.2388  -1.1437  7.0433  0.001
C  2.7454  -1.2210  0.3580  -0.064
H  -3.5151  -1.0624  0.3773  -0.001
H  -0.0528  -3.1691  -4.2219  0.006
S  -3.7627  -1.5004  2.9209  0.013
H  4.0903  -2.8397  -3.1869  0.017
N  -0.7637  0.2724  1.6809  -0.001
C  5.9474  -1.8263  -3.3060  -0.047
H  -4.9628  -0.5568  -5.8817  -0.001
C  4.2529  -1.3793  -1.6074  -0.049
C  -1.9283  2.2023  0.7042  0.126
H  -1.2580  0.4984  4.9542  -0.005
C  -2.1372  1.6517  -2.8456  -0.021
C  2.5332  0.7366  6.3124  0.001
H  -4.1564  3.6802  0.0202  0.002
C  -2.2697  3.6070  1.0261  -0.013
H  2.4591  1.1445  4.2063  -0.001
C  -1.8292  -1.4090  -6.7976  -0.007
C  -3.2588  -0.5629  -4.5869  0.014
Sb  -2.3937  -3.3645  2.6974  0.005
C  -1.8878  -0.8230  -4.4398  0.015
H  -2.7105  -2.4272  -0.0338  -0.001
H  0.1463  -2.2040  5.5238  -0.005
C  0.3901  -2.6212  -3.4080  0.048
C  5.1232  -0.3817  -1.1125  0.065
C  -2.7234  6.3127  1.6061  0.010
C  -1.5923  1.3605  1.7817  -0.070
C  3.1087  -1.2754  2.5833  -0.094
C  -0.4434  -0.0990  2.9791  0.065
H  -3.3402  -1.9702  -2.2816  0.000
H  -2.8943  7.3616  1.8165  0.001
C  1.2517  -0.5503  4.7107  -0.036
H  2.3378  -3.5967  -3.1258  0.001
H  -0.4719  3.8452  2.1617  0.001
H  -4.5561  6.0698  0.5282  0.000
H  6.2606  -2.3894  -4.1783  -0.003
C  6.3641  -0.1433  -1.6698  -0.039
C  1.7809  -1.9113  -1.7869  0.073
H  4.7674  -1.6508  1.2035  0.003
S  -0.6334  -2.9662  0.8770  0.022
H  -0.8537  6.2385  2.6575  0.000
C  -2.2447  2.5062  -1.7903  0.000
C  0.7858  -0.6791  3.2991  0.088
C  1.7439  -0.9821  2.3233  0.145
H  3.1971  1.5663  6.5272  0.000
H  -0.1116  -1.3220  -5.5358  -0.004
C  -0.2089  -1.5585  -2.7011  0.032